One molecule with the formula C6H14O3 at a distorted geometry, computed with ωB97M-V with the def2-TZVPD basis set.

The geometry in XYZ format:
```
23
Properties=species:S:1:pos:R:3:lowdin_charge:R:1
C -2.689 0.598 -0.128 -0.147
C -1.791 -0.180 -1.063 -0.137
C 0.055 -0.193 -0.934 -0.324
O 0.476 -1.461 -1.313 -0.031
C 0.244 0.221 0.448 -0.225
C -0.053 -0.766 1.561 -0.049
C 2.063 0.505 0.416 -0.361
O 2.374 1.572 -0.446 -0.014
O 2.806 -0.625 0.036 -0.016
H -2.353 1.633 -0.013 0.070
H -2.747 0.132 0.860 0.055
H -3.719 0.635 -0.507 0.073
H -1.895 0.214 -2.078 0.079
H -2.096 -1.230 -1.106 0.088
H 0.384 0.525 -1.682 0.132
H 1.027 -1.863 -0.618 0.088
H -0.127 1.226 0.644 0.131
H -0.081 -1.801 1.213 0.087
H -1.015 -0.536 2.028 0.070
H 0.699 -0.702 2.353 0.081
H 2.338 0.754 1.446 0.133
H 3.242 1.923 -0.183 0.109
H 2.856 -0.583 -0.934 0.108
```

* HOMO-LUMO gap: 9.14 eV
* SMILES string: CC[C@H](O)[C@@H](C)C(O)O
* maximum force: 5.59 eV/A
* calculated total energy: -462.6563 a.u.
* energy above the lowest of the compared OMol25 structures with the same formula, charge and spin: 2.579 eV
* HOMO energy: -8.42 eV
* molar mass: 134.175 g/mol

***

A 2-piece molecular cluster, C6H14O3 overall at a distorted geometry, computed with ωB97M-V with the def2-TZVPD basis set.

The geometry in XYZ format:
```
23
Properties=species:S:1:pos:R:3:lowdin_charge:R:1
C -1.346 -2.655 0.944 -0.016
C -1.047 -1.448 1.830 -0.486
O -1.566 -1.557 3.107 0.025
O -1.599 -0.259 1.271 -0.101
O -0.800 0.120 0.157 -0.068
H -2.423 -2.790 0.842 0.084
H -0.912 -2.499 -0.039 0.075
H -0.908 -3.543 1.394 0.083
H 0.037 -1.315 1.945 0.152
H -2.530 -1.615 3.045 0.108
H -1.392 0.652 -0.463 0.133
C 0.312 0.927 -2.336 0.008
C 1.095 1.347 -1.342 -0.449
C 2.173 0.494 -0.750 -0.068
C 0.890 2.672 -0.673 -0.071
H 0.497 -0.010 -2.835 0.060
H -0.360 1.601 -2.843 0.060
H 3.134 1.022 -0.757 0.084
H 1.934 0.280 0.289 0.073
H 2.266 -0.450 -1.283 0.078
H 0.549 2.522 0.348 0.080
H 0.166 3.280 -1.211 0.076
H 1.829 3.224 -0.639 0.079
```

* HOMO-LUMO gap: 10.15 eV
* SMILES string: C[C@H](O)OO.C=C(C)C
* maximum force: 1.90 eV/A
* calculated total energy: -462.6010 a.u.
* energy above the lowest of the compared OMol25 structures with the same formula, charge and spin: 4.084 eV
* HOMO energy: -9.31 eV
* molar mass: 134.175 g/mol

***

C6H14O3Pt as an isolated structure at a distorted geometry, computed with ωB97M-V with the def2-TZVPD basis set.

The geometry in XYZ format:
```
24
Properties=species:S:1:pos:R:3:lowdin_charge:R:1
H 4.171 0.709 -1.415 0.034
C 3.478 1.225 -0.740 -0.046
H 3.534 2.317 -0.805 0.032
H 3.712 0.918 0.286 0.031
H 2.412 0.981 -1.202 0.055
C -3.777 1.036 0.687 0.036
O -2.715 0.168 0.282 -0.363
C -1.407 0.751 0.348 -0.067
C -0.446 -0.198 -0.337 -0.246
O -0.558 -1.483 0.322 -0.277
C 0.721 -2.096 0.491 -0.057
C 1.623 -1.180 -0.325 -0.125
O 1.032 0.115 -0.143 -0.100
H -4.715 0.610 0.319 0.128
H -3.795 1.092 1.783 0.138
H -3.617 2.025 0.240 0.135
H -1.118 0.882 1.400 0.182
H -1.437 1.710 -0.185 0.179
H -0.509 -0.102 -1.433 0.195
H 0.722 -3.124 0.114 0.158
H 0.914 -2.072 1.570 0.162
H 1.553 -1.427 -1.394 0.155
H 2.653 -1.177 0.043 0.151
Pt -2.431 -1.680 0.094 1.511
```

* HOMO-LUMO gap (spin up / spin down): 6.65 / 4.26 eV
* maximum force: 6.93 eV/A
* ⟨S²⟩: 2.005
* calculated total energy: -581.0775 a.u.
* energy above the lowest of the compared OMol25 structures with the same formula, charge and spin: 3.012 eV
* HOMO energy (spin up / spin down): -17.16 / -17.16 eV
* molar mass: 329.253 g/mol
* 2S+1: 3
* total charge: +2

***

C6H14O4SSi as an isolated structure at a distorted geometry, computed with ωB97M-V with the def2-TZVPD basis set.

The geometry in XYZ format:
```
26
Properties=species:S:1:pos:R:3:lowdin_charge:R:1
C -0.794 -0.672 -0.487 -0.279
C -2.226 0.285 1.346 -0.066
C 1.868 0.357 1.204 -0.152
C 0.080 2.252 -0.339 -0.181
C 1.631 0.215 -2.006 -0.165
C -2.225 -0.299 -0.110 -0.170
O 0.259 -3.921 -0.048 -0.221
O 1.742 -1.935 -0.118 -0.289
O -0.630 -1.817 -1.005 -0.104
O -0.239 -1.961 1.331 -0.274
Si 0.841 0.554 -0.372 0.610
S 0.509 -2.541 0.243 0.542
H -3.173 0.865 1.514 0.103
H -1.480 1.017 1.365 0.009
H -1.766 -0.560 1.958 0.099
H 1.744 -0.507 1.777 -0.005
H 2.909 0.040 0.936 0.067
H 1.642 1.257 1.731 0.021
H 0.526 3.092 -0.875 0.047
H -0.907 2.284 -0.677 0.003
H -0.076 2.681 0.631 0.026
H 1.350 -0.831 -2.120 0.011
H 1.049 0.749 -2.787 0.052
H 2.731 0.244 -2.124 0.059
H -2.526 0.343 -0.973 0.137
H -2.838 -1.193 0.006 0.118
```

* HOMO-LUMO gap: 9.50 eV
* maximum force: 2.80 eV/A
* calculated total energy: -1225.5719 a.u.
* energy above the lowest of the compared OMol25 structures with the same formula, charge and spin: 1.899 eV
* HOMO energy: -10.40 eV
* molar mass: 210.327 g/mol

***

Question: The highest molar mass belongs to which entry?
Answer: C6H14O3Pt

***

Question: Which value of maximum force does entry 1 give?
Answer: 5.59 eV/A

***

Question: Which value of molar mass does entry 4 give?
Answer: 210.327 g/mol